Entry from the Open Molecules 2025 dataset: 2 unconnected molecules or ions with the total composition C5H13NO2 in a non-equilibrium geometry (the ωB97M-V functional and the def2-TZVPD basis).

Last column: Löwdin charge in e.
Cartesian coordinates (Å):
1 C -1.94 1.18 0.35  -0.0166
2 C -1.53 0.13 -0.35  -0.4083
3 N -1.47 0.10 -1.74  0.1077
4 C -0.75 -1.00 0.31  -0.1511
5 C 0.41 -1.69 -0.42  -0.1757
6 C 1.62 -0.77 -0.61  -0.2649
7 O 2.12 -0.39 0.66  -0.0968
8 H -1.81 1.38 1.40  0.0471
9 H -2.55 2.00 -0.03  0.0539
10 H -0.94 -0.61 -2.21  0.0724
11 H -2.01 0.75 -2.27  0.0989
12 H -0.40 -0.53 1.24  0.1007
13 H -1.43 -1.77 0.65  0.1126
14 H 0.76 -2.50 0.22  0.1177
15 H 0.08 -2.04 -1.40  0.1004
16 H 1.52 0.08 -1.30  0.1162
17 H 2.46 -1.35 -1.00  0.1136
18 H 1.70 0.40 1.06  0.0282
19 O 1.08 2.04 1.49  -0.0253
20 H 0.39 1.99 0.82  0.0300
21 H 0.62 1.71 2.25  0.0393

HOMO level in eV: -8.3967
F_max in eV/A: 2.48
Charge: 0
Structure (SMILES): C=C(N)CCCO.O

---

Entry from the Open Molecules 2025 dataset: 2 unconnected molecules or ions with the total composition C5H13NO2 in a non-equilibrium geometry (the ωB97M-V functional and the def2-TZVPD basis).

Last column: Löwdin charge in e.
Cartesian coordinates (Å):
1 C -0.16 2.66 -0.97  -0.1243
2 C 0.84 1.71 -1.52  -0.2764
3 C 0.33 0.29 -1.69  -0.1665
4 C -0.47 -0.04 -0.51  -0.5579
5 O -1.69 -0.02 -0.58  0.0324
6 N 0.03 -0.54 0.66  0.0269
7 C 1.46 -0.81 0.78  -0.0668
8 H -0.08 3.72 -1.31  0.0811
9 H -0.11 2.79 0.17  0.1066
10 H -1.21 2.40 -1.19  0.0814
11 H 1.22 2.10 -2.43  0.0870
12 H 1.81 1.45 -0.88  0.1335
13 H 1.07 -0.47 -1.95  0.1193
14 H -0.34 0.21 -2.65  0.1608
15 H -0.61 -0.92 1.29  0.1230
16 H 1.71 -0.68 1.83  0.0769
17 H 2.00 -0.07 0.18  0.0617
18 H 1.56 -1.87 0.45  0.1013
19 O -2.17 -3.64 3.43  -0.1186
20 H -2.90 -3.92 2.77  0.0810
21 H -2.29 -4.35 4.11  0.0378

HOMO level in eV: -9.1468
F_max in eV/A: 3.84
Charge: 0
Structure (SMILES): CCCC(=O)NC.O

---

Entry from the Open Molecules 2025 dataset: 2 unconnected molecules or ions with the total composition C5H13NO2 in a non-equilibrium geometry (the ωB97M-V functional and the def2-TZVPD basis).

Last column: Löwdin charge in e.
Cartesian coordinates (Å):
1 C -0.76 1.27 1.05  -0.0738
2 C -1.15 -0.05 1.69  -0.2361
3 N -1.60 -1.07 0.73  0.0539
4 C -0.90 -1.52 -0.36  -0.5153
5 O -1.48 -1.93 -1.35  0.0585
6 C 0.60 -1.53 -0.26  -0.1495
7 C 1.23 -0.88 -1.53  -0.0848
8 H -0.19 1.86 1.76  0.0793
9 H -1.61 1.85 0.69  0.0821
10 H -0.17 1.08 0.16  0.0406
11 H -1.98 0.06 2.39  0.1145
12 H -0.33 -0.47 2.27  0.1063
13 H -2.59 -1.04 0.58  0.1359
14 H 1.01 -2.51 -0.28  0.1066
15 H 0.98 -1.08 0.63  0.0881
16 H 1.14 -1.59 -2.35  0.0760
17 H 0.67 -0.01 -1.92  0.0706
18 H 2.26 -0.58 -1.37  0.0749
19 O 2.02 2.73 -0.96  -0.0640
20 H 1.37 3.45 -0.87  0.0440
21 H 1.48 1.97 -0.70  -0.0080

HOMO level in eV: -9.6708
F_max in eV/A: 1.79
Charge: 0
Structure (SMILES): CCNC(=O)CC.O

---

Entry from the Open Molecules 2025 dataset: a molecular structure, C5H13NO2 in a non-equilibrium geometry (the ωB97M-V functional and the def2-TZVPD basis).

Last column: Löwdin charge in e.
Cartesian coordinates (Å):
1 C 0.35 -0.18 1.83  -0.3683
2 C 1.02 0.44 -0.79  -0.1529
3 C 1.67 0.17 0.43  -0.0829
4 C -2.05 0.05 -0.81  -0.2529
5 C 0.87 -0.61 -1.83  -0.0786
6 N -0.48 0.90 1.94  0.0838
7 O -1.02 0.95 -0.56  -0.3194
8 O -0.22 -1.35 1.45  0.0203
9 H -1.08 -1.17 1.04  0.0765
10 H 1.07 -0.33 2.63  0.1364
11 H 1.01 1.47 -1.15  0.1195
12 H -0.05 1.70 2.38  0.0959
13 H -0.90 1.12 0.97  0.0618
14 H 2.18 -0.79 0.49  0.0967
15 H 2.21 0.99 0.88  0.0887
16 H -2.86 0.51 -1.38  0.0793
17 H -2.52 -0.34 0.13  0.0696
18 H -1.75 -0.86 -1.37  0.0657
19 H 1.84 -0.77 -2.32  0.0937
20 H 0.14 -0.33 -2.59  0.0799
21 H 0.57 -1.56 -1.38  0.0870

HOMO level (spin up / spin down) in eV: -8.1551 / -8.1549
F_max in eV/A: 1.28
Charge: 0

---

Entry from the Open Molecules 2025 dataset: 2 unconnected molecules or ions with the total composition C5H13NO2 in a non-equilibrium geometry (the ωB97M-V functional and the def2-TZVPD basis).

Last column: Löwdin charge in e.
Cartesian coordinates (Å):
1 C -2.01 0.40 1.38  -0.1047
2 C -0.55 0.85 1.20  -0.1939
3 C -0.02 0.40 -0.16  -0.3844
4 C -0.23 1.50 -1.16  -0.2339
5 O -1.19 1.53 -1.89  0.0658
6 N 1.43 0.21 -0.04  -0.0852
7 C 2.00 -0.43 -1.25  -0.1005
8 H -2.50 0.77 2.28  0.0695
9 H -2.14 -0.68 1.48  0.0690
10 H -2.64 0.74 0.56  0.0729
11 H 0.01 0.44 2.04  0.1105
12 H -0.54 1.94 1.30  0.1165
13 H -0.54 -0.51 -0.47  0.1393
14 H 0.56 2.27 -1.19  0.1420
15 H 1.58 -0.42 0.74  0.0892
16 H 2.52 -1.34 -0.94  0.0806
17 H 2.67 0.26 -1.74  0.0701
18 H 1.22 -0.78 -1.93  0.0787
19 O 0.45 -3.42 1.32  -0.0563
20 H 0.12 -2.93 0.56  0.0232
21 H -0.16 -3.19 2.03  0.0317

HOMO level in eV: -9.5775
F_max in eV/A: 1.49
Charge: 0
Structure (SMILES): CC[C@@H](C=O)NC.O

---

Entry from the Open Molecules 2025 dataset: 2 unconnected molecules or ions with the total composition C5H13NO2 in a non-equilibrium geometry (the ωB97M-V functional and the def2-TZVPD basis).

Last column: Löwdin charge in e.
Cartesian coordinates (Å):
1 C 0.89 -0.61 2.54  -0.0157
2 C -0.01 0.19 1.77  -0.5796
3 O -0.49 1.23 2.13  0.0819
4 N -0.47 -0.38 0.58  0.0795
5 C -1.12 0.53 -0.33  -0.4032
6 C -1.82 -0.27 -1.50  -0.0284
7 C -0.13 1.58 -0.78  -0.0518
8 H 1.78 -0.05 2.87  0.0992
9 H 0.26 -0.97 3.35  0.0959
10 H 1.30 -1.62 2.20  0.1046
11 H -0.07 -1.15 0.18  0.0872
12 H -1.81 1.06 0.28  0.1154
13 H -2.14 -1.33 -1.15  0.1098
14 H -2.77 0.22 -1.75  0.0740
15 H -1.33 -0.34 -2.39  0.0176
16 H 0.49 2.01 -0.15  0.0183
17 H -0.76 2.42 -1.41  0.1436
18 H 0.40 1.27 -1.67  0.0604
19 O 2.83 -1.01 -1.75  -0.0463
20 H 1.84 -1.01 -1.68  0.0443
21 H 3.14 -1.76 -1.32  -0.0070

HOMO level in eV: -9.6037
F_max in eV/A: 7.84
Charge: 0
Structure (SMILES): CC(=O)NC(C)C.O

---

Which energy relative to the best compared isomer or geometry (same formula, charge and spin) belongs to each record? In order, 43.4 41.6 16.8 100.2 41.5 44.8 kcal/mol.
Which DFT total energy belongs to each record? In order, -403.50743 -403.51039 -403.54984 -403.41695 -403.51043 -403.50522 Ha.